Record 1
{"formula": "C4H10N2O3", "method": "ωB97M-V with the def2-TZVPD basis set", "de_lowest_ev": 4.588, "max_force_ev_per_a": 2.3, "homo_ev": -8.10, "gap_ev": 8.06, "lumo_ev": 0.0, "elements": ["C", "C", "C", "C", "N", "N", "O", "O", "O", "H", "H", "H", "H", "H", "H", "H", "H", "H", "H"], "coordinates": [[1.385, -0.828, -0.024], [-0.764, -0.050, 0.611], [-1.896, 0.899, 0.230], [0.608, 0.484, -0.124], [-0.117, -0.433, -2.240], [2.086, -1.065, 1.050], [0.406, 0.732, -1.566], [-0.517, 0.029, 2.018], [1.178, 1.453, 0.500], [-0.055, 0.884, 2.112], [1.563, -1.459, -0.889], [-1.076, -1.079, 0.409], [-1.114, -0.260, -2.366], [0.300, -0.366, -3.166], [1.898, -0.465, 1.853], [2.655, -1.894, 1.161], [-2.758, 0.716, 0.874], [-2.211, 0.772, -0.807], [-1.571, 1.932, 0.367]]}

Record 2
{"formula": "C4H10N2O3", "method": "ωB97M-V with the def2-TZVPD basis set", "de_lowest_ev": 1.736, "smiles": "CCC(=O)NC(N)=O.O", "max_force_ev_per_a": 6.3, "homo_ev": -8.84, "gap_ev": 8.96, "lumo_ev": 0.1, "elements": ["O", "C", "N", "C", "N", "O", "C", "C", "H", "H", "H", "H", "H", "H", "H", "H", "H", "H", "O"], "coordinates": [[1.242, -0.418, 2.065], [1.157, -0.208, 0.869], [0.347, -1.053, -0.010], [-0.400, -2.001, 0.722], [-1.753, -2.475, 0.534], [0.146, -2.447, 1.771], [1.753, 1.051, 0.304], [0.673, 2.050, 0.183], [-0.109, -0.609, -0.758], [-2.355, -1.844, 0.011], [-2.243, -2.840, 1.289], [2.554, 1.298, 1.061], [2.230, 0.839, -0.729], [0.948, 2.758, -0.670], [-0.311, 1.768, -0.005], [0.583, 2.562, 1.235], [-1.721, 1.003, -2.006], [-1.186, 0.396, -3.386], [-1.555, 0.168, -2.479]]}